1.
12
Properties=species:S:1:pos:R:3:forces:R:3:nbo_charge:R:1 method="wB97M-V/def2-TZVPD" orbital_gap_ha=0.32816 smiles="C=CCOSC#N" e_homo_ha=-0.338 energy_ev=-18598.0131 multiplicity=1
C -0.777502 -0.937144 0.942103 -0.85 -3.86 1.48 -0.395
C -1.199761 0.167812 0.414510 -2.98 3.18 -0.86 -0.253
C -0.551984 0.875013 -0.836185 -4.60 -2.84 -0.80 -0.106
O 0.566490 1.411082 -0.313743 3.57 1.11 1.12 -0.624
S 1.483584 0.481908 0.762129 0.74 1.31 -0.25 0.655
C 2.473863 -0.449713 -0.235141 -0.71 0.68 -0.18 -0.028
N 3.047909 -1.078110 -1.006032 0.53 -0.53 -0.36 -0.274
H -1.010027 -1.445359 1.954384 -0.08 1.61 -1.50 0.223
H -0.338591 -1.713864 0.322264 0.82 0.41 -0.16 0.199
H -1.985599 0.837304 0.941307 1.71 -1.03 -0.59 0.210
H -1.316475 1.665168 -1.198572 1.71 -0.81 0.67 0.210
H -0.391911 0.185904 -1.747027 0.12 0.76 1.44 0.182


2.
21
Properties=species:S:1:pos:R:3:forces:R:3:nbo_charge:R:1 method="wB97M-V/def2-TZVPD" s2=3.761 orbital_gap_ha="0.28546 / 0.25908" e_homo_ha="-0.263 / -0.330" energy_ev=-16792.3051 multiplicity=4
C -3.036423 1.955778 -1.908705 0.05 0.27 -0.22 -0.324
O -2.885538 0.915732 -1.044045 -0.08 -0.09 0.06 -0.287
H -3.983467 1.750881 -2.457706 0.24 0.06 0.11 0.241
H -3.182144 2.919301 -1.388235 -0.02 -0.22 -0.13 0.191
H -2.219482 2.019643 -2.649468 -0.27 0.00 0.12 0.177
O 3.400670 -0.838822 1.106997 1.11 -1.02 0.16 -0.722
C 2.799984 -2.072461 0.981532 -1.63 -1.24 -1.35 -0.077
C 1.395112 -1.911730 0.159273 1.49 -1.25 0.34 -0.110
O 0.742806 -0.869115 0.845865 -5.48 -2.29 -1.16 -0.582
C -0.406364 -0.094031 0.154489 1.18 -0.92 0.79 -0.095
C -0.446198 1.289933 0.809872 -1.20 -0.36 0.19 -0.106
O 0.824401 1.809517 1.023282 -1.76 1.74 -0.22 -0.709
Pt 2.045517 0.447631 1.226528 6.12 4.84 1.89 0.927
H 2.574982 -2.528603 1.967342 -0.01 0.20 -0.37 0.167
H 3.413747 -2.793801 0.409126 -0.06 0.30 0.20 0.168
H 0.808736 -2.842659 0.197567 0.09 0.26 0.00 0.187
H 1.565573 -1.616089 -0.890026 0.15 -0.12 0.33 0.180
H -1.291348 -0.684098 0.440245 0.22 0.30 -1.04 0.225
H -0.055405 0.009452 -0.887930 -0.73 -0.47 0.29 0.200
H -1.013502 1.196170 1.759083 0.30 0.17 -0.24 0.171
H -1.051648 1.937377 0.144921 0.30 -0.16 0.24 0.179


3.
68
Properties=species:S:1:pos:R:3:forces:R:3:nbo_charge:R:1 method="wB97M-V/def2-TZVPD" orbital_gap_ha=0.24110 total_charge=-2 e_homo_ha=-0.077 energy_ev=-92033.5856 multiplicity=1
Cd -0.316211 0.345962 0.042263 -0.34 -0.11 0.07 1.563
C -2.212558 2.893712 0.918516 0.03 0.01 0.01 -0.429
N -1.248142 2.017098 1.571849 0.02 0.04 -0.03 -0.514
C -0.031362 2.759284 1.908268 0.04 -0.04 0.03 -0.232
C 1.118217 1.859684 2.355182 -0.05 0.07 -0.01 -0.230
N 1.355494 0.819686 1.373681 0.32 -0.09 0.08 -0.789
C 2.465573 0.073985 1.458087 -0.03 0.10 0.01 0.100
C 3.388988 -0.012658 2.530092 0.00 -0.03 0.03 0.227
F 3.185759 0.671564 3.687506 -0.02 0.00 -0.03 -0.331
C 4.510943 -0.822259 2.511506 0.00 0.00 0.02 0.275
F 5.314758 -0.850932 3.594232 -0.01 -0.01 -0.05 -0.316
C 4.809347 -1.616128 1.426142 -0.04 0.00 -0.05 0.189
F 5.902424 -2.411129 1.413820 0.00 0.01 0.00 -0.317
C 3.942104 -1.570159 0.342716 0.00 0.03 0.08 0.267
F 4.207617 -2.310009 -0.744612 0.02 -0.01 0.00 -0.305
C 2.835112 -0.757368 0.364970 0.06 -0.05 -0.08 0.315
F 2.068864 -0.738382 -0.744792 0.03 0.02 0.04 -0.321
C -1.843604 1.287485 2.688564 0.02 0.03 0.04 -0.229
C -2.589416 0.042557 2.207151 0.00 0.06 -0.01 -0.238
N -1.658926 -0.866388 1.570937 -0.04 -0.08 0.04 -0.748
C -1.429544 -2.092652 2.029480 -0.02 0.10 0.05 0.084
C -0.514476 -2.913952 1.303297 0.08 -0.09 -0.02 0.306
F 0.080227 -2.385272 0.212350 -0.04 -0.02 0.04 -0.329
C -0.178398 -4.202045 1.631126 -0.01 -0.02 0.02 0.267
F 0.689221 -4.885157 0.865357 -0.02 0.01 0.02 -0.307
C -0.728752 -4.819785 2.747294 0.00 0.03 -0.03 0.173
F -0.421581 -6.099233 3.066176 -0.01 0.00 0.01 -0.320
C -1.606267 -4.076596 3.505468 0.04 -0.02 -0.02 0.263
F -2.156000 -4.626696 4.609224 0.02 0.00 -0.03 -0.320
C -1.932295 -2.773467 3.175482 -0.03 -0.02 0.01 0.246
F -2.769727 -2.156921 4.060176 -0.01 0.02 -0.04 -0.348
H -2.463090 3.750748 1.565457 -0.02 0.00 -0.01 0.156
H -1.796805 3.274219 -0.015632 0.01 0.05 0.05 0.252
H -3.129712 2.345944 0.704379 -0.01 -0.03 -0.03 0.191
H 0.265234 3.301976 1.006247 0.00 0.02 0.02 0.250
H -0.237185 3.509296 2.693605 0.02 -0.05 0.00 0.157
H 1.991639 2.516135 2.465518 0.00 -0.03 -0.02 0.186
H 0.920849 1.456435 3.357038 -0.03 0.01 -0.02 0.167
H -1.046294 0.943253 3.347518 -0.01 0.03 0.01 0.205
H -2.497934 1.957182 3.274694 -0.04 -0.04 -0.03 0.159
H -3.135818 -0.375430 3.050624 0.02 -0.01 0.00 0.195
H -3.348721 0.346265 1.471962 0.02 0.01 -0.01 0.167
F 2.835056 2.284614 -5.772813 -0.01 0.02 0.02 -0.316
C 2.172723 2.894968 -4.767901 -0.02 0.01 0.05 0.209
C 2.231280 2.402117 -3.475383 -0.06 0.05 -0.03 0.298
F 2.958553 1.302948 -3.221035 0.00 0.00 -0.02 -0.311
C 1.543875 3.038730 -2.457530 0.04 -0.12 0.02 0.281
F 1.644125 2.488525 -1.236580 0.02 0.09 -0.05 -0.310
C 0.773444 4.195363 -2.643147 -0.09 0.14 0.11 -0.237
S -0.049254 5.006101 -1.347520 0.07 -0.06 -0.15 -0.491
C 0.742394 4.648094 -3.969874 0.00 0.04 -0.08 0.284
F 0.036892 5.748762 -4.295344 0.03 -0.04 0.04 -0.316
C 1.415566 4.027852 -5.005466 0.02 -0.04 0.05 0.251
F 1.344504 4.524332 -6.258856 0.01 -0.01 0.01 -0.319
C -1.244818 0.376500 -1.926942 0.05 0.17 -0.10 -1.004
C -1.678594 -0.975614 -2.323378 0.02 -0.01 0.04 -0.007
C -0.804295 -1.868445 -2.958869 -0.02 0.03 -0.03 -0.186
C -1.194918 -3.153801 -3.288254 0.00 -0.02 0.01 -0.225
C -2.476491 -3.604503 -2.991530 0.00 -0.04 -0.01 -0.280
C -3.356254 -2.737650 -2.357728 -0.01 0.01 0.01 -0.211
C -2.964370 -1.448437 -2.033310 0.01 -0.01 0.02 -0.242
H -2.088795 1.064810 -1.835359 0.00 -0.04 -0.04 0.207
H -0.530914 0.807364 -2.630888 0.00 -0.05 -0.01 0.215
H 0.207421 -1.541362 -3.171511 0.02 0.01 -0.01 0.200
H -0.485498 -3.818240 -3.768027 0.01 -0.01 -0.01 0.195
H -2.777477 -4.615675 -3.237524 0.00 0.00 0.00 0.191
H -4.357099 -3.070159 -2.104690 -0.01 -0.01 0.00 0.191
H -3.656591 -0.787053 -1.523483 -0.01 0.00 0.01 0.196